16
Properties=species:S:1:pos:R:3:nbo_charge:R:1 method="wB97M-V/def2-TZVPD" e_lumo_ev=0.96 smiles="C[C@H]1CCC1=O.[H][H]" total_energy_ha=-271.68869 gap_ev=10.415 charge=0 mol_weight_g_mol=86.1 max_force_ev_per_a=0.7
C -0.834 1.480 -0.912 -0.53
H 0.962 2.377 0.109 0.21
H 0.253 0.544 1.545 0.23
H -1.669 -2.969 1.402 -0.03
H 2.282 -0.708 0.744 0.21
H 0.888 -1.801 0.931 0.23
H -1.002 1.431 -1.991 0.23
C -0.996 0.134 -0.218 0.62
C 1.282 -0.950 0.368 -0.60
C 0.360 0.248 0.493 -0.33
H 1.342 1.240 -1.212 0.21
H 1.375 -1.250 -0.682 0.21
O -1.788 -0.760 -0.362 -0.52
H -1.455 2.275 -0.486 0.24
C 0.633 1.478 -0.414 -0.40
H -1.631 -2.769 0.687 0.03

16
Properties=species:S:1:pos:R:3:nbo_charge:R:1 method="wB97M-V/def2-TZVPD" e_lumo_ev=1.06 smiles="CC1C=C1.CO" total_energy_ha=-271.62062 gap_ev=10.055 charge=0 mol_weight_g_mol=86.1 max_force_ev_per_a=0.5
H -1.636 -1.510 1.250 0.22
C 0.504 -0.286 1.429 -0.24
H -0.639 -0.749 -1.319 0.17
H -2.021 0.123 -1.978 0.19
H -0.432 0.232 -2.790 0.17
H 1.318 -0.370 -0.634 0.19
C -0.719 0.568 1.282 -0.14
H 2.130 -1.396 0.536 0.21
H -1.121 1.561 1.376 0.23
H 0.898 -0.372 2.446 0.17
H 0.244 1.438 -0.893 0.47
C -0.941 0.183 -1.824 -0.26
H 2.399 0.346 0.578 0.21
O -0.700 1.367 -1.090 -0.71
C -0.919 -0.708 1.218 -0.24
C 1.635 -0.425 0.413 -0.63

16
Properties=species:S:1:pos:R:3:nbo_charge:R:1 method="wB97M-V/def2-TZVPD" e_lumo_ev=0.78 total_energy_ha=-271.60145 gap_ev=9.034 charge=0 mol_weight_g_mol=86.1 max_force_ev_per_a=0.5
C -0.667 -1.153 0.721 0.09
H 0.553 2.041 -0.220 0.21
C 0.187 1.018 -0.364 -0.42
C 1.025 0.354 -1.455 -0.61
H -1.253 -1.440 -1.090 0.47
C 0.257 0.317 1.004 -0.41
H 0.942 0.908 -2.396 0.22
H 0.720 -0.681 -1.659 0.18
O -1.631 -1.096 -0.268 -0.70
H 1.275 0.019 1.261 0.22
H -0.857 1.097 -0.682 0.22
C -0.875 -0.732 2.024 -0.32
H -0.077 1.044 1.754 0.28
H 0.138 -1.857 0.487 0.18
H 2.085 0.329 -1.176 0.21
H -1.822 -0.167 2.059 0.16

16
Properties=species:S:1:pos:R:3:nbo_charge:R:1 method="wB97M-V/def2-TZVPD" e_lumo_ev=0.90 smiles=CC1(C)C[C@H]1O total_energy_ha=-271.68502 gap_ev=10.189 charge=0 mol_weight_g_mol=86.1 max_force_ev_per_a=1.3
H 2.063 -0.846 0.562 0.19
C 1.235 -0.568 -0.112 0.05
H -0.762 -0.046 -1.977 0.23
C -1.012 0.454 -1.037 -0.60
C -0.173 -0.028 0.164 -0.08
C 0.070 -1.503 0.068 -0.43
H 0.101 -2.035 1.017 0.22
H 0.032 1.812 1.176 0.20
C -0.414 0.825 1.381 -0.60
H 0.080 0.415 2.263 0.21
H 1.872 0.883 -1.001 0.47
H -0.338 -2.064 -0.763 0.22
O 1.766 -0.037 -1.297 -0.70
H -1.476 0.995 1.583 0.21
H -0.981 1.538 -1.210 0.20
H -2.064 0.205 -0.816 0.21

16
Properties=species:S:1:pos:R:3:nbo_charge:R:1 method="wB97M-V/def2-TZVPD" e_lumo_ev=1.12 smiles="C=COC.C=C" total_energy_ha=-271.66038 gap_ev=9.679 charge=0 mol_weight_g_mol=86.1 max_force_ev_per_a=0.5
H 2.639 -0.606 -0.667 0.17
H -1.167 -2.031 1.182 0.21
H -0.061 2.127 0.853 0.19
H 1.801 0.909 -0.218 0.18
H -1.848 0.454 0.802 0.20
C 2.117 -0.075 0.143 -0.25
H 2.799 0.037 0.987 0.20
H -2.330 0.952 -0.899 0.19
C -1.671 1.103 -0.046 -0.36
C -0.727 2.037 -0.004 -0.42
O 1.012 -0.795 0.643 -0.52
H -0.637 2.795 -0.776 0.19
H 0.393 -1.106 -1.314 0.17
H -1.514 -2.533 -0.589 0.21
C 0.143 -1.289 -0.268 0.16
C -0.938 -1.957 0.123 -0.52

16
Properties=species:S:1:pos:R:3:nbo_charge:R:1 method="wB97M-V/def2-TZVPD" e_lumo_ev=0.96 smiles=CC1(C)C[C@H]1O total_energy_ha=-271.69178 gap_ev=10.688 charge=0 mol_weight_g_mol=86.1 max_force_ev_per_a=2.7
H -0.507 1.342 -1.839 0.21
H -0.929 -2.129 -0.084 0.23
C -0.529 0.262 -1.638 -0.60
O -0.415 0.157 2.277 -0.74
H -1.567 -0.079 -1.730 0.21
H 0.054 -0.235 -2.423 0.21
C -0.343 -1.350 0.407 -0.47
C 1.442 0.500 -0.048 -0.61
H 1.832 0.245 0.942 0.22
H -1.971 0.201 0.796 0.19
H 1.455 1.594 -0.152 0.20
H 2.136 0.092 -0.791 0.21
C -0.931 -0.090 0.886 0.07
H 0.284 -1.493 1.378 0.26
H -0.065 1.062 2.298 0.47
C 0.047 -0.052 -0.269 -0.08

16
Properties=species:S:1:pos:R:3:nbo_charge:R:1 method="wB97M-V/def2-TZVPD" e_lumo_ev=0.90 smiles="C=CC(=C)C.O" total_energy_ha=-271.66214 gap_ev=10.731 charge=0 mol_weight_g_mol=86.1 max_force_ev_per_a=5.2
H -1.529 0.552 -1.416 0.24
C -1.512 -0.269 -0.610 -0.66
O 1.142 0.762 -2.450 -0.92
H -2.584 -0.512 -0.382 0.23
H 0.704 0.156 -2.928 0.45
H 2.153 -0.024 0.146 0.19
C 1.638 -0.731 0.739 -0.38
C 0.345 -0.879 1.094 -0.20
H 2.402 -1.307 1.034 0.19
H -1.056 -1.124 -1.081 0.21
H 0.094 -1.866 1.491 0.21
C -1.077 0.987 1.502 -0.37
C -0.720 0.039 0.695 -0.06
H -1.909 1.656 1.334 0.20
H 1.056 0.361 -1.557 0.47
H -0.507 1.126 2.439 0.20

16
Properties=species:S:1:pos:R:3:nbo_charge:R:1 method="wB97M-V/def2-TZVPD" e_lumo_ev=0.68 total_energy_ha=-271.59991 gap_ev=9.573 charge=0 mol_weight_g_mol=86.1 max_force_ev_per_a=1.6
H 1.432 -1.690 0.775 0.21
C 0.553 -1.099 0.406 -0.39
O -0.244 0.006 -1.377 -0.55
H -1.785 1.224 0.308 0.23
H 2.229 0.719 0.886 0.21
H -1.664 -0.099 1.478 0.21
H -3.045 -0.004 0.400 0.22
H 2.330 1.416 -0.733 0.21
C -1.960 0.151 0.457 -0.69
C 1.653 0.952 -0.030 -0.63
H 0.178 -0.547 1.256 0.18
C 0.977 -0.249 -0.720 0.04
H 0.850 1.632 0.268 0.22
C -1.192 -0.675 -0.593 0.16
H -1.963 -1.010 -1.330 0.19
H 1.650 -0.727 -1.452 0.18

16
Properties=species:S:1:pos:R:3:nbo_charge:R:1 method="wB97M-V/def2-TZVPD" e_lumo_ev=1.09 smiles="CCCCC=O" total_energy_ha=-271.73580 gap_ev=10.967 charge=0 mol_weight_g_mol=86.1 max_force_ev_per_a=0.5
H 1.191 0.937 -1.801 0.23
H 0.037 -2.270 2.299 0.21
H -1.306 -2.179 1.148 0.21
H 1.250 1.432 -0.124 0.23
O -1.471 2.427 -0.880 -0.53
H 0.211 3.143 -1.721 0.10
C -0.197 -0.161 -0.496 -0.41
H 0.028 -0.968 -1.205 0.20
C -0.227 -2.028 1.264 -0.60
C 0.191 -0.604 0.918 -0.39
H 1.282 -0.523 1.017 0.19
H -0.235 0.105 1.640 0.20
H -1.279 0.017 -0.550 0.23
C -0.312 2.313 -1.199 0.45
H 0.284 -2.748 0.613 0.20
C 0.555 1.109 -0.921 -0.52

16
Properties=species:S:1:pos:R:3:nbo_charge:R:1 method="wB97M-V/def2-TZVPD" e_lumo_ev=1.19 smiles=COC1CCC1 total_energy_ha=-271.68629 gap_ev=10.516 charge=0 mol_weight_g_mol=86.1 max_force_ev_per_a=1.4
O 1.180 -0.765 0.569 -0.52
H -2.494 0.560 0.810 0.21
H 2.049 1.025 0.040 0.17
H -1.193 -1.489 1.169 0.22
H -2.331 0.465 -0.981 0.20
H 0.343 -0.612 -1.309 0.16
H 3.073 -0.167 0.912 0.19
C -0.498 1.099 -0.034 -0.47
H 2.665 -0.418 -0.819 0.16
H -1.531 -1.954 -0.509 0.21
H -0.241 1.594 0.926 0.21
C 0.115 -0.437 -0.244 0.13
C 2.305 -0.040 0.150 -0.25
H -0.414 1.912 -0.796 0.21
C -1.834 0.339 -0.018 -0.40
C -1.194 -1.113 0.134 -0.44

16
Properties=species:S:1:pos:R:3:nbo_charge:R:1 method="wB97M-V/def2-TZVPD" e_lumo_ev=0.97 smiles=CC(C)[C@H]1CO1 total_energy_ha=-271.61775 gap_ev=10.501 charge=0 mol_weight_g_mol=86.1 max_force_ev_per_a=2.0
H -2.422 -1.486 1.199 0.16
C -0.681 -0.079 0.728 0.06
H -0.489 -0.211 -1.923 0.21
C 0.384 -0.684 -1.455 -0.61
H 0.184 -1.757 -1.375 0.22
H -1.215 0.687 0.217 0.19
C 0.733 -0.035 -0.072 -0.23
H 0.381 1.973 -0.848 0.21
C -1.565 -0.936 1.615 -0.10
H 1.391 1.941 0.607 0.22
H 1.581 -0.612 0.320 0.21
H 1.213 -0.566 -2.174 0.22
H -1.048 -1.522 2.383 0.17
C 1.178 1.423 -0.330 -0.61
H 2.075 1.510 -0.967 0.22
O -1.699 0.352 2.076 -0.54

16
Properties=species:S:1:pos:R:3:nbo_charge:R:1 method="wB97M-V/def2-TZVPD" e_lumo_ev=1.09 smiles=C[C@H]1C[C@]1(C)O total_energy_ha=-271.64402 gap_ev=9.638 charge=0 mol_weight_g_mol=86.1 max_force_ev_per_a=2.2
O 2.062 0.241 -0.187 -0.71
C 0.717 -0.033 0.111 0.21
H 2.048 0.688 -1.043 0.48
H -0.855 0.826 1.488 0.21
H 0.532 1.936 0.955 0.23
H -0.449 1.628 -0.618 0.30
H -2.001 -0.706 -0.114 0.19
C -0.327 0.528 -0.784 -0.35
H -1.443 -1.069 -1.747 0.22
H 1.279 -1.438 1.579 0.23
H -0.418 -1.601 1.112 0.21
H 0.869 -2.197 0.030 0.21
C -1.601 -0.251 -1.030 -0.63
H -2.370 0.396 -1.458 0.22
C -0.049 1.022 0.798 -0.40
C 0.588 -1.408 0.729 -0.61

16
Properties=species:S:1:pos:R:3:nbo_charge:R:1 method="wB97M-V/def2-TZVPD" e_lumo_ev=1.04 smiles=C[C@@H](O)C1CC1 total_energy_ha=-271.68160 gap_ev=11.087 charge=0 mol_weight_g_mol=86.1 max_force_ev_per_a=2.5
H 1.986 -0.794 -1.274 0.21
H -0.722 0.446 -1.604 0.18
O -1.198 1.768 -0.015 -0.76
C 1.926 -0.190 -0.367 -0.42
H -0.859 2.486 -0.574 0.47
C -1.833 -0.529 0.005 -0.62
H -1.807 -0.537 1.100 0.22
H 1.728 -0.666 1.809 0.22
H -2.809 -0.162 -0.321 0.22
C 0.597 0.307 0.149 -0.30
C 1.290 -0.849 0.830 -0.42
C -0.766 0.421 -0.509 0.10
H 2.801 0.437 -0.208 0.21
H -1.710 -1.561 -0.345 0.21
H 0.428 1.300 0.628 0.27
H 0.948 -1.877 0.697 0.21

16
Properties=species:S:1:pos:R:3:nbo_charge:R:1 method="wB97M-V/def2-TZVPD" e_lumo_ev=0.67 total_energy_ha=-271.55865 gap_ev=8.156 charge=0 mol_weight_g_mol=86.1 max_force_ev_per_a=0.4
C -0.037 -0.071 -1.314 -0.25
H -0.788 1.208 2.864 0.12
H -1.071 -1.204 0.294 0.26
H -1.084 1.754 -0.511 0.20
C -0.539 0.255 2.362 -0.52
H 1.366 -1.199 -0.104 0.21
C 1.280 -0.794 -1.119 -0.63
H -0.213 0.276 -2.331 0.22
H 1.067 0.712 0.849 0.51
C -1.238 -0.483 -0.501 -0.43
C -0.588 0.827 -0.242 0.08
H 1.351 -1.647 -1.801 0.23
H 0.429 -0.005 2.839 0.11
H -2.233 -0.494 -0.938 0.23
O 0.154 1.011 0.970 -0.55
H 2.145 -0.147 -1.316 0.21

16
Properties=species:S:1:pos:R:3:nbo_charge:R:1 method="wB97M-V/def2-TZVPD" e_lumo_ev=1.08 smiles="C1CC1.CC=O" total_energy_ha=-271.69158 gap_ev=11.037 charge=0 mol_weight_g_mol=86.1 max_force_ev_per_a=0.9
H -1.834 -1.066 0.643 0.24
H 0.876 0.710 1.742 0.21
H 2.494 0.802 -0.924 0.21
H 1.033 -1.182 -0.699 0.21
H 0.323 1.190 0.037 0.24
C 0.960 0.562 0.668 -0.45
C 1.444 -0.776 0.210 -0.43
H -3.333 -0.413 0.051 0.24
C 2.329 0.407 0.073 -0.42
H -1.815 -0.833 -1.798 0.10
H -2.169 0.700 0.815 0.23
C -1.684 0.039 -1.145 0.45
C -2.279 -0.180 0.193 -0.73
O -1.196 1.050 -1.585 -0.53
H 1.685 -1.501 0.977 0.21
H 3.165 0.490 0.742 0.21

16
Properties=species:S:1:pos:R:3:nbo_charge:R:1 method="wB97M-V/def2-TZVPD" e_lumo_ev=0.13 total_energy_ha=-271.58150 gap_ev=8.215 charge=0 mol_weight_g_mol=86.1 max_force_ev_per_a=5.5
C -0.349 0.112 -0.733 0.47
H -1.385 -0.930 -2.220 0.23
H 0.417 -1.319 -2.142 0.26
O -0.469 1.461 -1.001 -0.63
H -1.147 0.054 1.279 0.23
C 0.390 -1.495 1.083 -0.63
H -0.130 -2.191 0.425 0.24
H 1.795 0.988 0.767 0.21
C 0.841 0.944 1.356 -0.61
H 1.383 -1.358 0.588 0.19
H 1.030 0.834 2.422 0.22
H -0.492 0.873 -1.877 0.52
C -0.163 -0.080 0.816 -0.30
C -0.470 -0.976 -1.616 -0.84
H 0.540 -2.012 2.042 0.23
H 0.442 1.988 1.220 0.22

16
Properties=species:S:1:pos:R:3:nbo_charge:R:1 method="wB97M-V/def2-TZVPD" e_lumo_ev=0.96 smiles="CCC1=CC1.O" total_energy_ha=-271.65359 gap_ev=10.292 charge=0 mol_weight_g_mol=86.1 max_force_ev_per_a=1.8
H 0.881 -2.773 -0.243 0.17
O 1.440 1.909 -0.221 -0.97
C 0.972 -0.927 1.029 -0.26
C -1.709 0.959 0.323 -0.61
H -2.647 1.297 -0.117 0.21
H -1.739 -0.952 -0.698 0.23
H 1.492 1.067 0.322 0.49
C -1.057 -0.113 -0.539 -0.45
C 1.210 -1.734 -0.194 -0.43
H -1.929 0.587 1.326 0.21
H 1.112 -0.879 2.076 0.23
H 2.083 -1.544 -0.822 0.17
C 0.177 -0.673 0.030 0.08
H -1.047 1.818 0.414 0.23
H -0.839 0.264 -1.543 0.22
H 1.601 1.692 -1.142 0.47

16
Properties=species:S:1:pos:R:3:nbo_charge:R:1 method="wB97M-V/def2-TZVPD" e_lumo_ev=1.12 total_energy_ha=-271.64156 gap_ev=9.371 charge=0 mol_weight_g_mol=86.1 max_force_ev_per_a=2.4
H -1.921 -0.058 -1.376 0.21
C -1.833 0.151 -0.304 -0.39
C -0.862 -0.851 0.317 -0.57
H 3.103 0.420 0.282 0.19
C 2.753 -0.567 0.056 -0.24
H -1.200 -1.877 0.133 0.24
H -1.869 2.284 -0.621 0.21
H 2.798 -0.738 -1.010 0.20
H -0.801 -0.710 1.404 0.19
H 3.344 -1.285 0.584 0.19
C -1.295 1.543 -0.111 -0.61
C 0.469 -0.705 -0.356 0.26
H -2.828 0.043 0.137 0.20
H -0.263 1.499 -0.641 0.21
O 1.421 -0.692 0.543 -0.50
H -1.182 1.791 0.945 0.20

16
Properties=species:S:1:pos:R:3:nbo_charge:R:1 method="wB97M-V/def2-TZVPD" e_lumo_ev=0.98 smiles="CC(=O)C(C)C" total_energy_ha=-271.75198 gap_ev=10.516 charge=0 mol_weight_g_mol=86.1 max_force_ev_per_a=0.6
C 1.915 -0.679 -0.759 -0.72
C -1.472 0.422 -0.765 -0.60
C 0.919 0.288 -0.155 0.61
H -0.136 -0.543 2.316 0.21
H 2.831 -0.151 -1.037 0.24
C -0.469 -0.257 0.174 -0.32
H 2.143 -1.466 -0.024 0.23
H -2.492 0.080 -0.557 0.21
H -0.710 1.075 1.868 0.22
H -1.431 1.507 -0.622 0.22
C -0.808 0.007 1.645 -0.60
O 1.191 1.453 0.056 -0.55
H -1.247 0.206 -1.816 0.21
H -0.470 -1.340 -0.010 0.20
H 1.490 -1.174 -1.645 0.23
H -1.838 -0.304 1.862 0.21

16
Properties=species:S:1:pos:R:3:nbo_charge:R:1 method="wB97M-V/def2-TZVPD" e_lumo_ev=0.97 smiles="CC(=O)C(C)C" total_energy_ha=-271.75223 gap_ev=10.512 charge=0 mol_weight_g_mol=86.1 max_force_ev_per_a=0.4
H -1.481 1.707 -1.376 0.23
O 1.259 0.416 -1.579 -0.54
C -1.095 0.734 -1.704 -0.72
H 2.061 1.071 0.937 0.22
H 1.470 -0.014 2.217 0.21
C -0.608 -1.166 0.798 -0.60
H -0.070 -2.008 0.346 0.21
H -1.868 -0.007 -1.481 0.23
H -0.664 -1.344 1.876 0.22
H -0.911 0.763 -2.780 0.24
H -1.632 -1.163 0.412 0.21
C 0.133 0.153 0.520 -0.32
C 0.203 0.426 -0.983 0.61
H 2.125 -0.675 0.701 0.22
C 1.530 0.135 1.133 -0.60
H -0.452 0.973 0.963 0.21